Entry 1:
This record from the Open Molecules 2025 dataset describes a structure of composition C20H52N6O14Zn in a non-equilibrium geometry. The level of theory is ωB97M-V/def2-TZVPD.

Last column: Mulliken charge in e.
CARTESIAN COORDINATES (ANGSTROEM)
Zn -1.1198 0.5508 2.0846  0.23
O -0.6667 1.7492 0.5358  -0.42
C 0.2248 0.8582 -0.1344  0.69
C -0.1971 -0.6241 -0.0530  0.19
O -0.4335 -1.1043 1.2692  -0.39
H 1.2446 1.0009 0.2400  -0.50
H 0.2105 1.1006 -1.2064  0.34
H 0.4800 -1.2780 -0.6172  0.24
H -1.1418 -0.7784 -0.5995  -0.29
C 1.5661 -3.9928 2.2484  0.15
C 2.9960 -4.1682 2.7050  -0.42
O 3.0865 -4.0262 4.1247  -0.49
O 0.9390 -2.8879 2.8280  -0.44
H 0.9790 -4.8884 2.5077  0.23
H 1.5719 -4.0143 1.1491  -0.03
H 3.6381 -3.4043 2.2600  -0.05
H 3.3770 -5.1473 2.4036  0.50
H 3.3991 -4.8514 4.5018  0.29
H 0.4058 -2.3610 2.1990  0.25
C -2.1023 3.7240 -2.0890  -0.40
C -1.8997 4.7634 -0.9737  -0.46
O -0.7394 4.5748 -0.1535  -0.61
O -2.5247 2.4714 -1.5480  -0.51
H -1.1453 3.5740 -2.5955  0.24
H -2.8355 4.1102 -2.7935  0.39
H -2.7938 4.9257 -0.3642  0.23
H -1.6892 5.7402 -1.4184  0.40
H -0.8023 3.6916 0.2557  0.22
H -1.7903 2.1966 -0.9758  -0.08
C 3.8422 3.1251 -1.9296  -0.40
C 3.0254 3.9405 -0.9501  -0.40
O 1.6906 4.1201 -1.4216  -0.42
O 3.4899 1.7520 -1.8599  -0.65
H 4.9035 3.2439 -1.7102  0.39
H 3.6756 3.6368 -2.8902  0.24
H 3.5393 4.9020 -0.8208  0.37
H 2.9448 3.4479 0.0237  0.21
H 1.1092 4.0489 -0.6513  0.31
H 2.5272 1.7217 -1.7391  0.40
O 3.2354 -1.2946 3.7716  -0.57
C 3.5694 -0.5388 2.8891  0.74
N 2.8010 0.5178 2.4807  -0.27
C 4.9265 -0.5952 2.2297  -1.09
H 2.9726 0.8155 1.5346  0.10
H 1.8633 0.6232 2.8291  0.10
H 5.2882 -1.6167 2.3162  0.31
H 5.5688 0.1153 2.7451  0.31
H 4.8396 -0.3596 1.1674  0.34
O -2.2051 2.0597 3.0068  -0.39
C -2.1748 3.0946 3.7149  0.58
N -1.6752 3.0747 4.9445  -0.40
C -2.6359 4.3857 3.1251  -0.70
H -1.4641 2.1993 5.3903  0.24
H -1.7639 3.9572 5.4269  0.20
H -3.7190 4.4946 3.2342  0.35
H -2.4249 4.4169 2.0586  -0.11
H -2.2367 5.2952 3.5767  0.44
O 2.4231 0.3911 -6.5806  -0.67
C 2.6113 0.4553 -5.3738  0.48
N 2.9880 1.5821 -4.7593  -0.29
C 2.3885 -0.7748 -4.4811  -0.71
H 3.3002 2.3389 -5.3462  0.19
H 3.1752 1.6566 -3.7653  0.29
H 2.8423 -1.5992 -5.0255  0.33
H 1.3166 -0.9494 -4.4276  0.15
H 2.7996 -0.6334 -3.4824  0.25
O -3.1333 -3.1677 -0.9316  -0.81
C -3.1370 -3.6763 0.1987  0.80
N -2.2315 -3.3254 1.1208  -0.03
C -4.0758 -4.8196 0.5556  -1.40
H -2.4388 -3.5144 2.0893  0.24
H -1.6710 -2.4804 0.9643  -0.01
H -4.4427 -5.2024 -0.3940  0.36
H -4.8212 -4.5060 1.2780  0.34
H -3.4224 -5.6193 0.9114  0.38
O -0.0935 -4.7937 -4.3433  -0.68
C -0.3907 -4.3017 -3.2703  0.50
N -1.3932 -3.3991 -3.1439  -0.21
C 0.4602 -4.4643 -2.0116  -0.79
H -1.8287 -3.1417 -4.0148  0.19
H -1.5483 -2.8615 -2.3107  0.17
H 1.1909 -5.2353 -2.2508  0.43
H -0.1478 -4.7762 -1.1559  0.26
H 0.9684 -3.5852 -1.6133  0.17
O -3.0308 -0.0994 1.4175  -0.33
C -3.9259 0.2103 0.6277  0.86
N -4.0868 -0.4947 -0.4912  -0.02
C -4.8860 1.3566 0.8723  -1.28
H -4.7725 -0.2106 -1.1688  0.19
H -3.4950 -1.2835 -0.7321  0.03
H -5.8813 0.9552 0.6921  0.49
H -4.6243 2.1588 0.1811  0.23
H -4.7357 1.7218 1.8825  0.19

Output
Gap between HOMO and LUMO, eV: 8.22

=====

Entry 2:
This record from the Open Molecules 2025 dataset describes a cluster of 6 separate species, C20H52O19S6 in total. The level of theory is ωB97M-V/def2-TZVPD.

Last column: Mulliken charge in e.
CARTESIAN COORDINATES (ANGSTROEM)
C 1.8964 0.1265 2.3979  -0.74
O 0.5485 -0.0873 2.0049  -0.39
C 0.2604 -1.4216 1.6368  -0.61
C -0.6122 -2.0922 2.6877  -0.48
C -1.9115 -1.3157 2.9291  -0.36
C -3.0655 -1.8921 2.1302  -0.71
O -4.0658 -0.8693 1.8417  -0.18
S -5.3453 -0.9604 2.8001  0.63
O -5.1000 -0.1074 3.9310  -0.54
O -6.3107 -0.0797 1.8082  -0.48
H 1.9133 1.0518 2.9668  0.29
H 2.2512 -0.6976 3.0175  0.32
H 2.5272 0.2357 1.5177  0.33
H -0.2556 -1.4026 0.6730  0.31
H 1.1847 -1.9843 1.4955  0.37
H -0.8278 -3.1130 2.3682  0.26
H -0.0456 -2.1473 3.6173  0.29
H -2.1623 -1.2917 3.9881  0.32
H -1.7958 -0.2768 2.6252  0.27
H -3.5559 -2.7151 2.6504  0.45
H -2.7317 -2.2363 1.1552  0.32
H -7.1386 -0.5721 1.8127  0.34
O 0.1281 -5.5958 1.5458  -0.52
S 0.1642 -6.9318 1.0330  1.15
O -0.9199 -7.4054 0.2324  -0.62
O 0.4134 -7.9309 2.2408  -0.30
C -0.4419 -7.7991 3.4014  -0.28
C -1.8153 -8.3993 3.1856  -0.99
C 1.6806 -7.2121 0.1898  -0.98
H -0.4986 -6.7466 3.6815  0.28
H 0.0927 -8.3265 4.1881  0.27
H -2.3856 -7.8379 2.4475  0.30
H -2.3666 -8.3919 4.1260  0.39
H -1.7323 -9.4273 2.8345  0.27
H 2.4990 -6.8761 0.8195  0.31
H 1.6385 -6.6314 -0.7286  0.37
H 1.7614 -8.2719 -0.0344  0.35
O -5.4175 5.4809 1.1737  -0.67
S -4.2541 5.1908 0.3875  1.29
O -4.3783 5.0299 -1.0274  -0.64
O -3.5130 3.9437 1.0124  -0.25
C -4.2951 2.7429 1.2594  -0.24
C -4.5440 1.9661 -0.0148  -0.92
C -3.0095 6.3865 0.7243  -1.02
H -5.2201 3.0049 1.7723  0.32
H -3.6889 2.1579 1.9473  0.16
H -5.2112 2.5076 -0.6850  0.35
H -4.9931 1.0084 0.2255  0.33
H -3.6077 1.7955 -0.5468  0.24
H -2.9035 6.4875 1.8003  0.31
H -3.3459 7.3212 0.2808  0.37
H -2.0813 6.0597 0.2642  0.34
O 4.8350 -1.0413 1.1614  -0.62
S 6.1416 -0.5716 1.5125  1.25
O 6.5426 0.7498 1.1483  -0.63
O 7.2128 -1.6212 1.0009  -0.30
C 7.1472 -2.0169 -0.3946  -0.33
C 7.7287 -0.9832 -1.3318  -0.69
C 6.4077 -0.8019 3.2359  -0.98
H 6.1125 -2.2534 -0.6450  0.30
H 7.7191 -2.9414 -0.4354  0.27
H 7.1249 -0.0768 -1.3488  0.30
H 7.7679 -1.3887 -2.3411  0.18
H 8.7354 -0.7054 -1.0186  0.27
H 6.1258 -1.8162 3.5023  0.31
H 5.7767 -0.0798 3.7491  0.38
H 7.4547 -0.6119 3.4539  0.36
O -8.7455 10.6051 0.0347  -0.64
S -7.5396 10.4101 -0.7103  1.19
O -7.5996 10.3200 -2.1354  -0.62
O -6.7688 9.1572 -0.1226  -0.23
C -7.5194 7.9260 0.0479  -0.29
C -7.7316 7.1890 -1.2572  -1.01
C -6.3561 11.6314 -0.2603  -0.93
H -8.4656 8.1469 0.5431  0.35
H -6.9219 7.3199 0.7233  0.20
H -8.3942 7.7389 -1.9247  0.40
H -8.1745 6.2138 -1.0565  0.36
H -6.7826 7.0414 -1.7722  0.24
H -6.2937 11.6760 0.8229  0.30
H -6.7121 12.5762 -0.6640  0.37
H -5.3996 11.3671 -0.7021  0.31
O 7.5253 -2.6256 -4.2870  -0.59
S 7.8905 -3.1233 -5.5805  1.17
O 8.5302 -2.2499 -6.5110  -0.62
O 6.6090 -3.7760 -6.2478  -0.30
C 5.3954 -2.9840 -6.2771  -0.30
C 5.4184 -1.9210 -7.3549  -0.99
C 8.8370 -4.5949 -5.4137  -0.98
H 5.2287 -2.5552 -5.2884  0.29
H 4.6082 -3.7105 -6.4646  0.27
H 6.1579 -1.1511 -7.1419  0.30
H 4.4382 -1.4487 -7.4189  0.39
H 5.6606 -2.3618 -8.3214  0.27
H 8.3279 -5.2644 -4.7268  0.31
H 9.8057 -4.2998 -5.0175  0.37
H 8.9505 -5.0459 -6.3953  0.36

Output
Gap between HOMO and LUMO, eV: 9.60

=====

Entry 3:
This record from the Open Molecules 2025 dataset describes a structure of composition C20H53CuO19S6 in a non-equilibrium geometry. The level of theory is ωB97M-V/def2-TZVPD.

Last column: Mulliken charge in e.
CARTESIAN COORDINATES (ANGSTROEM)
Cu 2.5018 2.5590 -3.1984  0.53
C 1.4948 2.0448 0.3667  -1.06
C 0.7027 1.4517 -0.7850  1.88
O 0.7957 2.0364 -2.0056  0.16
H 2.5428 2.2064 0.1040  0.44
H 1.4564 1.3545 1.2065  0.00
H 1.0779 2.9981 0.6942  0.19
H -0.3669 1.3456 -0.5369  -0.43
H 1.0167 0.3930 -0.9289  -0.66
O -4.3277 1.9038 1.5411  -0.58
S -3.8709 0.7633 2.2822  1.20
O -3.1153 0.9633 3.4864  -0.69
O -5.0582 -0.2525 2.5442  -0.21
C -6.0663 0.1101 3.5323  -0.32
C -7.0164 1.1760 3.0218  -0.99
C -2.9099 -0.2458 1.1727  -0.70
H -5.5998 0.3856 4.4772  0.33
H -6.5906 -0.8312 3.6884  0.28
H -6.4791 2.1196 2.9248  0.31
H -7.7868 1.3670 3.7715  0.39
H -7.4877 0.9044 2.0821  0.26
H -3.5837 -0.8111 0.5347  0.40
H -2.2516 -0.8980 1.7424  0.41
H -2.3221 0.4865 0.6205  -0.20
O 2.8887 -2.9327 2.6543  -0.60
S 2.1910 -2.2207 3.6856  1.25
O 1.0683 -2.8075 4.3370  -0.62
O 3.1829 -1.8222 4.8748  -0.27
C 4.5008 -1.3326 4.5306  0.00
C 5.1340 -0.7438 5.7788  -1.23
C 1.6983 -0.6130 3.0528  -0.67
H 4.4171 -0.5605 3.7662  0.22
H 5.1009 -2.1693 4.1791  0.26
H 6.1870 -1.0176 5.8298  0.34
H 4.7291 -1.1534 6.7087  0.32
H 4.9653 0.3273 5.8765  0.31
H 1.0765 -0.2265 3.8601  0.33
H 1.0905 -0.8017 2.1727  -0.07
H 2.5815 -0.0015 2.9055  0.41
O -1.8525 -4.4136 -0.3626  -0.66
S -0.6186 -3.8063 0.0189  1.14
O -0.1777 -3.7652 1.3788  -0.56
O 0.5549 -4.4739 -0.8571  -0.23
C 1.2802 -5.5557 -0.2517  -0.32
C 2.2875 -6.1178 -1.2391  -1.12
C -0.5709 -2.1837 -0.6785  0.96
H 0.6141 -6.3483 0.0909  0.50
H 1.8084 -5.1997 0.6378  0.23
H 3.1938 -5.5173 -1.3155  0.22
H 1.8637 -6.2557 -2.2328  0.30
H 2.5708 -7.0923 -0.8390  0.41
H -0.8766 -2.2555 -1.7210  0.40
H 0.4553 -1.8119 -0.6628  -0.57
H -1.2220 -1.5262 -0.1109  -0.67
O 2.4758 -1.6300 -4.9606  -0.57
S 3.0777 -0.6940 -4.0668  1.14
O 2.6980 0.7008 -4.2183  -0.48
O 2.7595 -1.0583 -2.5604  -0.20
C 2.8815 -2.4756 -2.1857  -0.17
C 3.6098 -2.5640 -0.8681  -1.12
C 4.8717 -0.8476 -4.1200  -1.05
H 3.3278 -3.0374 -3.0058  0.77
H 1.8771 -2.8838 -2.0883  -0.06
H 3.4231 -1.6469 -0.3016  0.28
H 4.6853 -2.7280 -0.9278  0.40
H 3.2295 -3.3422 -0.2045  0.11
H 5.1894 -0.5607 -5.1190  0.45
H 5.1335 -1.8776 -3.9066  0.32
H 5.1908 -0.1278 -3.3689  0.34
O -4.6451 0.9239 -3.5749  -0.65
S -3.2603 0.7440 -3.3185  1.19
O -2.7989 -0.2657 -2.4018  -0.53
O -2.5862 0.5340 -4.7428  -0.39
C -1.1843 0.1283 -4.7980  0.59
C -0.6683 0.6778 -6.0908  -1.34
C -2.5071 2.2875 -2.7534  -0.51
H -1.1857 -0.9563 -4.6889  0.35
H -0.6448 0.4794 -3.9097  -0.36
H -0.6262 1.7567 -6.2329  0.33
H -1.2680 0.3053 -6.9242  0.38
H 0.3374 0.2891 -6.2844  0.30
H -2.0612 2.0298 -1.7987  -0.35
H -3.3056 2.9972 -2.5405  0.50
H -1.8665 2.6703 -3.5400  0.42
O -1.3097 6.2074 3.5015  -0.65
S -1.9204 5.2689 2.6224  1.27
O -3.3330 5.2482 2.3772  -0.60
O -1.1693 5.4520 1.2096  -0.36
C -1.8465 4.8877 0.0790  0.14
C -1.0709 5.2469 -1.1660  -1.04
C -1.3882 3.6260 3.0517  -0.64
H -2.8378 5.3403 0.0034  0.45
H -2.0345 3.8201 0.2219  -0.02
H -1.6540 5.3662 -2.0741  0.35
H -0.2776 4.5116 -1.3800  -0.06
H -0.4451 6.1262 -1.0026  0.42
H -1.5904 2.8283 2.3500  -0.12
H -1.8369 3.3968 4.0187  0.44
H -0.3234 3.7137 3.2825  0.37

Output
<S²>: 0.755
Energy above the lowest of the compared OMol25 structures with the same formula, charge and spin, kJ/mol: 173.3
Gap between HOMO and LUMO (alpha / beta), eV: 7.79 / 6.08
Total charge: +1
Spin multiplicity: 2